C24H45BCeF4P2 | ωB97M-V/def2-TZVPD

Each line ends with the Löwdin charge.
Element x y z (Å)
Ce1 -0.10541 -0.29039 -0.45905  1.151
C1 -2.22151 1.73156 0.73753  -0.210
C2 -2.60125 0.81672 -0.29615  -0.257
C3 -2.47258 -0.33524 1.70172  -0.159
C4 -2.23492 1.03584 1.96836  -0.149
C5 -2.70519 -0.49071 0.30063  -0.320
C6 -2.04083 3.18751 0.59384  -0.009
H1 -1.77618 3.41748 -0.44441  0.084
H2 -1.23886 3.56411 1.24506  0.075
H3 -2.96501 3.73484 0.84517  0.120
C7 -2.08798 1.62346 3.30951  0.028
H4 -1.76149 2.66986 3.25103  0.089
H5 -1.32570 1.05536 3.86162  0.082
H6 -3.02883 1.56155 3.88449  0.129
C8 -2.59548 -1.39389 2.71666  0.033
H7 -3.64557 -1.53966 3.01181  0.131
H8 -2.00945 -1.15533 3.61200  0.094
H9 -2.21977 -2.34457 2.32175  0.093
C9 -3.07854 -1.74837 -0.38856  -0.017
H10 -4.16985 -1.81369 -0.51778  0.125
H11 -2.75003 -2.63048 0.17426  0.090
H12 -2.63240 -1.78999 -1.39452  0.054
C10 -3.09503 1.20963 -1.63927  0.029
H13 -4.06183 1.73373 -1.58674  0.140
H14 -3.25233 0.32381 -2.25860  0.080
H15 -2.38233 1.87632 -2.13618  0.086
C11 1.58803 0.48874 -1.92834  -0.278
C12 0.45197 1.31902 -2.13692  -0.245
C13 -0.13113 1.49986 -3.53886  -0.128
C14 -1.01903 0.37967 -4.12147  -0.143
C15 -1.12936 -0.86754 -3.26809  -0.115
C16 -0.05984 -1.67021 -3.06279  -0.127
C17 1.28428 -1.39418 -3.73191  -0.137
C18 2.17948 -0.32826 -3.06756  -0.138
H16 0.72636 1.66751 -4.21181  0.135
H17 -0.61592 0.14857 -5.12457  0.138
H18 -0.68534 2.45311 -3.56734  0.130
H19 2.52544 0.39300 -3.82695  0.142
H20 2.33819 0.78866 -1.17724  0.102
H21 0.37591 2.22810 -1.52523  0.114
H22 3.09630 -0.80852 -2.69369  0.120
H23 1.83756 -2.34273 -3.79888  0.122
H24 -0.18603 -2.70304 -2.69826  0.107
H25 1.14866 -1.09743 -4.78427  0.131
H26 -2.02568 0.77680 -4.32473  0.123
H27 -2.16632 -1.22656 -3.12462  0.122
P1 1.82801 2.28286 1.23372  0.802
C19 1.50894 3.10186 2.82486  -0.237
H28 2.30820 3.83208 3.00229  0.067
H29 1.52001 2.32679 3.60411  0.043
H30 0.53511 3.60603 2.80970  0.034
C20 3.47956 1.55282 1.60401  -0.245
H31 4.13728 2.36492 1.96030  0.067
H32 3.90391 1.07873 0.70178  0.038
H33 3.34827 0.79770 2.39920  0.042
C21 2.32386 3.69926 0.21220  -0.280
H34 2.73106 3.32819 -0.73411  0.039
H35 3.07185 4.28905 0.75084  0.060
H36 1.43375 4.30512 0.01154  0.045
P2 1.06083 -2.89817 0.30408  0.770
C22 -0.04685 -4.16295 -0.38828  -0.237
H37 0.57114 -5.00688 -0.71207  0.074
H38 -0.62682 -3.77577 -1.23442  0.017
H39 -0.75004 -4.46854 0.39531  0.065
C23 2.58470 -3.06936 -0.68480  -0.227
H40 2.39005 -2.92265 -1.75737  0.030
H41 2.97335 -4.08097 -0.49736  0.075
H42 3.31844 -2.31533 -0.35796  0.066
C24 1.53658 -3.60927 1.89659  -0.221
H43 1.98730 -4.60449 1.75457  0.081
H44 0.64678 -3.66880 2.53995  0.068
H45 2.24014 -2.92787 2.39151  0.061
F1 0.64869 -0.44754 2.41453  -0.050
B1 0.99091 -0.56284 3.87694  -1.143
F2 2.00124 0.37475 4.17159  0.103
F3 -0.15547 -0.27034 4.65139  0.100
F4 1.42408 -1.86242 4.15470  0.125

Output
- E_LUMO (alpha / beta): -9.401 / -9.443 eV
- E: -68658.3271 eV
- M: 622.49 g mol⁻¹
- Net charge: +2
- Kohn-Sham gap (alpha / beta): 4.82 / 4.75 eV

***

C5H10ClN | ωB97M-V/def2-TZVPD

Each line ends with the natural charge from an NBO analysis.
Element x y z (Å)
C1 0.08963 1.84928 -0.39405  -0.652
C2 0.46028 0.88349 0.84128  -0.041
C3 -0.41342 -0.35354 1.11258  -0.155
C4 -1.37102 -1.06319 0.19647  -0.352
C5 1.28326 -0.97895 -0.72865  -0.476
H1 -0.50729 2.88077 -0.10962  0.231
H2 -0.52838 1.20473 -1.08687  0.226
H3 1.09415 2.28149 -0.74433  0.218
H4 0.89334 1.44055 1.64752  0.203
H5 -0.50451 -0.57346 2.17562  0.219
H6 -1.17588 -1.36719 -0.98722  0.252
H7 -1.74882 -2.05315 0.63611  0.238
H8 2.43554 -0.98271 -0.96115  0.220
H9 1.14299 -2.02157 -0.49272  0.202
H10 0.68787 -0.85666 -1.74625  0.196
N1 1.04870 -0.39419 0.67051  -0.379
Cl1 -2.88643 0.10431 -0.02923  -0.151

Output
- E_LUMO: 0.833 eV
- E: -19356.3291 eV
- M: 119.59 g mol⁻¹
- Relative energy (zero: lowest compared OMol25 entry of this formula, charge and spin): 324.2 kJ/mol
- Structure (SMILES): C[C@H]1[C@@H](CCl)N1C
- Net charge: 0
- Kohn-Sham gap: 9.98 eV

***

C54H120F10N11NaO20S10 | ωB97M-V/def2-TZVPD

Each line ends with the Löwdin charge.
Element x y z (Å)
Na1 -2.10436 2.67939 -1.49132  0.410
C1 -2.97841 1.40835 -7.26995  -0.079
C2 -2.03442 0.48911 -6.60639  -0.273
C3 -2.62358 -0.24338 -5.46592  -0.110
N1 -1.61424 -0.94592 -4.50472  -0.176
C4 -0.85617 -2.05081 -5.19529  -0.100
C5 -0.00105 -2.96710 -4.28997  -0.166
C6 -0.81453 -3.53383 -3.21225  -0.210
C7 -1.57956 -2.47438 -2.45530  -0.165
C8 -2.39190 -1.53205 -3.32662  -0.090
C9 -0.57943 0.12343 -3.89011  0.078
H1 -4.03215 1.15614 -7.15112  0.091
H2 -2.64403 1.56981 -8.29475  0.093
H3 -2.86426 2.38584 -6.80134  0.074
H4 -1.24450 1.13934 -6.23045  0.101
H5 -1.53828 -0.17722 -7.31204  0.118
H6 -3.22086 -1.06433 -5.86264  0.149
H7 -3.25854 0.49843 -4.98152  0.101
H8 -1.59590 -2.64305 -5.73396  0.145
H9 -0.23880 -1.55889 -5.94693  0.130
H10 0.36519 -3.73883 -4.96702  0.133
H11 0.80434 -2.31527 -3.95148  0.106
H12 -1.60654 -4.13044 -3.66489  0.126
H13 -0.23061 -4.25362 -2.63864  0.113
H14 -2.20274 -2.86516 -1.65091  0.122
H15 -0.78105 -2.01178 -1.87522  0.090
H16 -3.33987 -1.98000 -3.62461  0.138
H17 -2.70765 -0.64357 -2.77980  0.104
H18 -1.09978 1.03380 -3.59251  0.090
H19 -0.01652 0.45304 -4.76337  0.080
H20 0.01339 -0.26711 -3.06298  0.087
C10 -7.01281 -0.43640 6.96708  -0.083
C11 -7.19957 -0.92082 5.54775  -0.215
C12 -5.80663 -1.17398 4.82662  -0.080
N2 -5.95454 -1.56490 3.32276  -0.234
C13 -6.75603 -2.82035 3.15872  -0.104
C14 -6.64992 -3.36094 1.69279  -0.167
C15 -5.23639 -3.55133 1.18464  -0.171
C16 -4.34094 -2.28485 1.46595  -0.141
C17 -4.47912 -1.69224 2.84957  -0.100
C18 -6.62425 -0.46903 2.50009  0.040
H21 -6.18505 -0.98062 7.42176  0.081
H22 -7.82676 -0.78085 7.60501  0.081
H23 -6.88855 0.64101 7.07590  0.089
H24 -7.87477 -0.28219 4.97822  0.106
H25 -7.67974 -1.89225 5.43002  0.092
H26 -5.16657 -1.90737 5.31708  0.137
H27 -5.31642 -0.20305 4.75515  0.121
H28 -6.32295 -3.54820 3.84486  0.139
H29 -7.80403 -2.77507 3.45492  0.131
H30 -7.13250 -4.33816 1.67680  0.120
H31 -7.21414 -2.73317 1.00310  0.115
H32 -4.97168 -4.48856 1.67415  0.104
H33 -5.22241 -3.77272 0.11745  0.112
H34 -3.29127 -2.47965 1.24605  0.098
H35 -4.63871 -1.54737 0.72059  0.096
H36 -3.98848 -2.39434 3.52367  0.122
H37 -3.97906 -0.74092 3.03135  0.135
H38 -7.69215 -0.55332 2.70152  0.107
H39 -6.30868 -0.58410 1.46314  0.097
H40 -6.38631 0.55711 2.78030  0.118
C19 -2.42254 2.91122 4.25468  -0.078
C20 -1.06529 3.54763 4.73098  -0.170
C21 0.19433 3.24738 3.82221  -0.086
N3 1.53337 3.88321 4.29898  -0.195
C22 1.84387 3.71296 5.84704  -0.045
C23 2.12732 2.14095 6.16426  -0.113
C24 3.22549 1.55781 5.19589  -0.163
C25 2.90671 1.76017 3.71093  -0.178
C26 2.63652 3.23473 3.42391  -0.123
C27 1.53967 5.41112 3.94797  0.055
H41 -3.34293 3.28140 4.70628  0.079
H42 -2.35479 1.82334 4.25099  0.039
H43 -2.51714 3.14641 3.19457  0.061
H44 -0.88106 3.16915 5.73642  0.088
H45 -1.28615 4.60985 4.83597  0.101
H46 0.05342 3.66024 2.82331  0.106
H47 0.30391 2.16996 3.69868  0.094
H48 1.07773 4.13215 6.49928  0.119
H49 2.76961 4.20441 6.14634  0.116
H50 1.16511 1.64224 6.04783  0.054
H51 2.31358 2.06473 7.23552  0.115
H52 3.26384 0.47315 5.29663  0.096
H53 4.20100 1.96770 5.45754  0.111
H54 2.00510 1.20742 3.44700  0.076
H55 3.71493 1.38890 3.08083  0.117
H56 2.38164 3.40453 2.37782  0.107
H57 3.46978 3.88583 3.68823  0.127
H58 2.19901 5.96847 4.61335  0.105
H59 0.50227 5.72973 4.04984  0.090
H60 1.71376 5.45898 2.87303  0.099
C28 3.97567 -2.16255 2.78651  -0.075
C29 4.96400 -2.17590 1.62011  -0.191
C30 4.52846 -3.02325 0.37519  -0.111
N4 5.54452 -3.06086 -0.77181  -0.218
C31 4.98213 -3.91741 -1.93490  -0.104
C32 3.91440 -3.23619 -2.77482  -0.149
C33 4.09902 -1.70050 -2.93638  -0.151
C34 4.65988 -0.88158 -1.75481  -0.150
C35 5.92291 -1.58600 -1.22514  -0.046
C36 6.83213 -3.80418 -0.29360  0.044
H61 4.35827 -1.64351 3.66532  0.085
H62 3.89212 -3.16415 3.20832  0.066
H63 2.96274 -1.81738 2.57929  0.079
H64 5.92654 -2.41172 2.07398  0.107
H65 5.17952 -1.16455 1.27542  0.104
H66 3.57862 -2.65903 -0.01629  0.101
H67 4.23819 -4.03400 0.66195  0.106
H68 4.71125 -4.85328 -1.44616  0.126
H69 5.83688 -4.05984 -2.59613  0.134
H70 2.99635 -3.36246 -2.20094  0.089
H71 3.78056 -3.77049 -3.71542  0.125
H72 3.23418 -1.20383 -3.37623  0.095
H73 4.81899 -1.56889 -3.74410  0.118
H74 4.04237 -0.63083 -0.89231  0.090
H75 4.94345 0.11763 -2.08536  0.107
H76 6.40386 -1.06575 -0.39682  0.134
H77 6.60686 -1.72942 -2.06165  0.137
H78 6.52181 -4.84408 -0.19166  0.100
H79 7.11250 -3.41039 0.68334  0.094
H80 7.65013 -3.72192 -1.00929  0.112
C37 1.54831 -9.37418 4.79380  -0.068
C38 0.77178 -8.42237 3.77344  -0.201
C39 1.53817 -7.10949 3.37292  -0.080
N5 0.96864 -6.37334 2.07289  -0.221
C40 1.81110 -5.02597 1.87481  -0.055
C41 1.15219 -4.13737 0.79717  -0.192
C42 -0.28723 -3.92656 0.88160  -0.191
C43 -1.05276 -5.25481 1.17504  -0.131
C44 -0.47135 -5.95249 2.42167  -0.069
C45 1.16867 -7.19802 0.78464  0.034
H81 1.50272 -8.87958 5.76405  0.069
H82 2.60236 -9.46498 4.53146  0.074
H83 1.02090 -10.27785 5.09929  0.081
H84 -0.20590 -8.20645 4.20428  0.102
H85 0.65846 -9.01760 2.86737  0.094
H86 2.53298 -7.41220 3.04607  0.119
H87 1.60359 -6.38869 4.18794  0.134
H88 1.65156 -4.59823 2.86460  0.114
H89 2.87790 -5.24415 1.82547  0.113
H90 1.58872 -3.13873 0.78120  0.102
H91 1.38774 -4.46632 -0.21496  0.104
H92 -0.46095 -3.32056 1.77081  0.110
H93 -0.67221 -3.41869 -0.00268  0.091
H94 -2.06739 -4.95401 1.43608  0.108
H95 -1.22592 -5.85265 0.28022  0.114
H96 -0.36521 -5.29609 3.28537  0.138
H97 -1.01027 -6.88684 2.57873  0.127
H98 2.21090 -7.49535 0.66865  0.112
H99 0.92694 -6.57725 -0.07809  0.082
H100 0.39882 -7.96929 0.76076  0.107
C46 2.87384 1.91639 -4.30967  -0.079
C47 2.01314 3.23359 -4.13724  -0.183
C48 2.38201 4.37741 -5.14137  -0.077
N6 1.80918 5.80741 -4.85007  -0.197
C49 0.25205 5.64943 -4.70303  -0.105
C50 -0.48881 5.33903 -6.00988  -0.148
C51 -0.12514 6.28594 -7.19061  -0.159
C52 1.40229 6.49272 -7.34467  -0.161
C53 2.12131 6.77696 -6.00025  -0.089
C54 2.35841 6.43802 -3.52847  0.064
H101 3.88686 2.13625 -4.64664  0.076
H102 2.52020 1.23636 -5.08466  0.058
H103 2.98180 1.35384 -3.38232  0.049
H104 2.16550 3.39383 -3.06990  0.095
H105 0.95846 2.99221 -4.26947  0.081
H106 2.17917 4.09117 -6.17337  0.122
H107 3.46413 4.49360 -5.08119  0.120
H108 -0.10596 5.10996 -3.82615  0.119
H109 -0.19765 6.61814 -4.48516  0.114
H110 -0.23025 4.33283 -6.33975  0.097
H111 -1.55601 5.30207 -5.79121  0.116
H112 -0.48928 5.91375 -8.14820  0.114
H113 -0.49685 7.30900 -7.13319  0.117
H114 1.86113 5.63006 -7.82778  0.100
H115 1.55043 7.23352 -8.13040  0.122
H116 3.19610 6.93601 -6.08755  0.138
H117 1.72298 7.70533 -5.59092  0.130
H118 3.43277 6.60351 -3.60879  0.112
H119 2.00772 5.82279 -2.69985  0.086
H120 1.80661 7.36197 -3.35547  0.109
N7 -1.32306 -1.79211 6.31972  -0.261
S1 -0.64880 -1.49098 4.83179  0.525
O1 0.41127 -0.49370 4.82689  -0.278
O2 -1.54717 -1.49124 3.70271  -0.298
F1 0.03815 -2.88696 4.66948  -0.190
S2 -1.62787 -0.35129 6.69630  0.489
O3 -2.85017 0.21282 6.15019  -0.304
O4 -0.55134 0.59988 7.06541  -0.305
F2 -2.11181 -0.79453 8.20164  -0.225
N8 -0.58732 1.08039 -0.45694  -0.243
S3 -1.03775 0.29976 0.70542  0.403
O5 -1.01573 0.88170 2.06754  -0.246
O6 -1.08158 -1.11949 0.53623  -0.275
F3 -2.56108 0.62935 0.29464  -0.220
S4 1.02737 0.76049 -0.05435  0.576
O7 1.58483 -0.58713 -0.33706  -0.297
O8 1.49398 1.45871 1.11470  -0.227
F4 1.55700 1.66021 -1.24501  -0.177
N9 -1.51345 4.87831 -0.93673  -0.315
S5 -0.42218 5.42703 -0.12610  0.420
O9 -0.77541 5.40475 1.26106  -0.259
O10 0.55051 6.44395 -0.56699  -0.265
F5 0.53295 4.10662 -0.29630  -0.230
S6 -2.19506 6.35156 -1.38541  0.633
O11 -1.67770 7.15706 -2.53402  -0.289
O12 -2.79577 7.15512 -0.31423  -0.244
F6 -3.50874 5.73302 -2.04090  -0.189
N10 -3.88632 2.12605 -2.97887  -0.298
S7 -4.75972 3.04265 -3.88759  0.487
O13 -5.51160 4.17340 -3.28457  -0.259
O14 -5.20892 2.51170 -5.18090  -0.270
F7 -3.50296 3.89828 -4.36171  -0.218
S8 -5.14294 1.01618 -2.71138  0.601
O15 -5.18002 -0.20018 -3.53808  -0.286
O16 -6.38395 1.51472 -2.16424  -0.233
F8 -4.51885 0.38854 -1.33514  -0.237
N11 6.08653 4.18496 -0.21932  -0.214
S9 4.68611 3.71872 -0.00329  0.373
O17 4.29685 2.34428 -0.27025  -0.319
O18 3.70639 4.76711 -0.06740  -0.278
F9 4.87284 3.67042 1.62676  -0.230
S10 6.06798 3.63969 -1.89190  0.649
O19 5.11303 4.22880 -2.82926  -0.310
O20 6.58322 2.28152 -2.18986  -0.325
F10 7.43670 4.49654 -2.22571  -0.225

Output
- E_LUMO: -4.359 eV
- E: -255204.7976 eV
- M: 1777.25 g mol⁻¹
- Relative energy (zero: lowest compared OMol25 entry of this formula, charge and spin): 0.0 kJ/mol
- Net charge: +2
- Kohn-Sham gap: 8.08 eV

***

C12H29CoN4O6P | ωB97M-V/def2-TZVPD

Each line ends with the natural charge from an NBO analysis.
Element x y z (Å)
O1 3.29971 -2.24735 -3.19918  -0.726
H1 4.19471 -2.17870 -3.57526  0.459
Co1 0.09994 -0.05162 0.35343  0.714
N1 -0.66741 -1.24806 1.61445  -0.173
N2 -0.19842 -1.50275 -0.78959  -0.166
N3 0.62334 1.18040 1.62578  -0.131
N4 1.31403 0.88835 -0.64648  -0.119
O2 -0.83008 -1.05643 2.89905  -0.534
O3 0.17469 1.25311 2.89930  -0.567
O4 1.82805 0.50748 -1.83034  -0.542
O5 0.26064 -1.54151 -1.99344  -0.492
C1 -1.06362 -2.46666 -0.31841  0.128
C2 -1.30335 -2.34219 1.07560  0.097
C3 1.27764 2.28758 1.17457  0.157
C4 1.62757 2.13819 -0.20062  0.142
C5 -2.22018 -3.18220 1.89856  -0.654
H2 -2.97724 -2.53473 2.37287  0.225
H3 -1.70269 -3.73857 2.70166  0.233
H4 -2.74236 -3.92955 1.28036  0.218
C6 -1.68090 -3.46887 -1.22925  -0.660
H5 -0.92652 -4.06239 -1.76454  0.241
H6 -2.33637 -3.00387 -1.98468  0.222
H7 -2.30116 -4.18911 -0.67868  0.219
C7 1.46736 3.52061 1.98400  -0.673
C8 2.20268 3.21019 -1.05569  -0.671
H8 1.47460 3.28149 3.05570  0.259
H9 0.63777 4.22100 1.77625  0.231
H10 2.41853 4.01010 1.70818  0.230
H11 2.01986 2.99024 -2.11417  0.251
H12 3.28777 3.29664 -0.88475  0.239
H13 1.74257 4.18091 -0.80375  0.226
H14 -0.28994 0.30548 3.03392  0.495
H15 1.22244 -0.27761 -2.11686  0.510
C9 3.43846 -2.32164 -1.78049  -0.253
H16 2.52105 -2.80607 -1.42986  0.191
H17 3.55343 -1.31912 -1.33493  0.172
H18 4.29608 -2.94713 -1.46978  0.157
O6 2.37602 -1.36221 1.91255  -0.933
H19 2.22914 -0.42932 2.14455  0.470
H20 1.62490 -1.81127 2.32023  0.479
C10 -2.12527 2.72958 0.34717  -0.957
P1 -1.62815 1.06988 -0.22112  1.033
C11 -3.15750 0.15652 0.18670  -0.959
C12 -1.50311 1.36930 -2.01642  -0.965
H21 -1.38108 3.50069 0.12514  0.234
H22 -2.32106 2.74168 1.42412  0.249
H23 -3.05360 2.98072 -0.18363  0.230
H24 -4.06373 0.69497 -0.09967  0.227
H25 -3.17974 -0.82889 -0.28555  0.253
H26 -3.18319 0.01297 1.27487  0.253
H27 -2.41899 1.79781 -2.42822  0.226
H28 -0.68700 2.07769 -2.20456  0.242
H29 -1.27030 0.44420 -2.54909  0.264

Output
- E_LUMO (alpha / beta): -0.196 / -0.681 eV
- E: -78069.2162 eV
- M: 415.29 g mol⁻¹
- 2S+1: 4
- Net charge: 0
- Kohn-Sham gap (alpha / beta): 5.38 / 7.67 eV